No. 1
Formula: C15H35N2O25PS6
Source: the OMol25 dataset
Level of theory: the ωB97M-V functional and the def2-TZVPD basis

Structure (XYZ):
```
84
Properties=species:S:1:pos:R:3:mulliken_charge:R:1
S 5.8979 1.2348 9.4986 1.092
S -1.1196 -1.2718 0.8113 1.254
S -4.4881 -1.7502 -8.7177 1.167
S -1.7174 -1.0362 -3.3551 1.151
S 5.7284 0.0097 2.8035 1.065
S -3.6272 1.5614 5.8267 1.097
P 3.0063 -1.8108 -2.8720 0.434
O 6.9678 0.0430 2.1173 -0.569
O -0.9683 -0.3587 2.1240 -0.274
O -5.2868 -2.1144 -7.6014 -0.546
O 5.6593 0.0589 4.2232 -0.438
O -4.8121 2.1250 4.9075 -0.315
O -1.4789 -0.4667 -0.2947 -0.497
O 5.9354 -0.2000 8.7858 -0.327
O -2.7165 2.6123 6.0845 -0.571
O -0.8504 -2.0469 -4.2554 -0.324
O 4.5630 1.7160 9.4969 -0.538
O -4.0495 -0.2184 -8.5378 -0.227
O 1.4475 2.9383 -1.9424 -0.499
O -3.3555 -2.5065 -9.1119 -0.559
O -5.4362 -1.5485 -9.9904 -0.309
O -1.0959 0.2442 -3.3942 -0.500
O -3.0300 -1.0050 -4.2748 -0.334
O 6.7230 2.0434 8.3852 -0.325
O 4.8959 -1.2565 2.2884 -0.360
O 4.7688 1.1493 2.2181 -0.392
O 6.6671 1.1639 10.6881 -0.531
O -2.4130 -2.0945 1.2804 -0.322
O -2.0346 -1.6782 -2.1377 -0.560
O -0.0048 -2.1545 0.7592 -0.644
O -4.4986 1.2767 7.1395 -0.309
O -3.1964 0.3110 5.2991 -0.535
N 2.9732 -0.3162 -2.0920 -0.107
N 3.8041 -1.6492 -4.2253 -0.774
C -1.7114 -2.6965 -5.2027 -0.417
C -4.4897 0.5556 -9.6621 -0.331
C 6.3355 -0.0417 7.4151 -0.249
C 7.2870 1.1325 7.4316 -0.298
C -2.6114 -1.9152 2.6900 -0.359
C -6.0760 1.8019 5.5028 -0.293
C 3.5811 -0.8350 1.8908 -0.198
C -5.7347 -0.1544 -10.1502 -0.378
C 0.2719 3.1710 -2.7090 -0.522
C -5.8100 1.8376 6.9928 -0.336
C -2.7703 -1.6649 -5.5233 -0.054
C 3.7842 0.5628 1.3532 -0.106
C -2.1216 -0.5123 2.9711 -0.279
C 1.5539 1.6024 -1.4982 0.278
C 2.0209 0.6612 -2.6652 -0.199
H -4.6852 1.5815 -9.3611 0.302
H -2.0085 -2.6595 3.2154 0.324
H 5.4468 0.1760 6.8217 0.289
H -3.6801 -2.1131 -5.9101 0.098
H -6.8348 2.5155 5.1939 0.311
H 2.9418 -0.8330 2.7762 0.270
H -6.3627 0.8008 5.1728 0.275
H -2.8621 0.2348 2.6801 0.142
H 0.6109 1.1886 -1.1068 0.199
H -2.1456 -3.5749 -4.7203 0.315
H 1.1144 0.2113 -3.1044 -0.172
H -0.5251 2.4552 -2.4753 0.140
H 0.4942 3.1484 -3.7849 0.237
H -3.6583 -2.0522 2.9463 0.293
H 3.6419 -2.7115 -1.9926 0.063
H -5.9642 0.0683 -11.1885 0.320
H 6.8004 -0.9521 7.0476 0.326
H 2.8680 1.1466 1.3713 0.319
H -1.8506 -0.3709 4.0025 0.432
H -2.3984 -0.9221 -6.2331 0.207
H -3.7008 0.5425 -10.4167 0.294
H 1.7079 -2.2665 -3.1684 0.014
H 7.3751 1.6070 6.4578 0.290
H 3.2080 -1.9210 -5.0042 0.225
H -1.1492 -3.0064 -6.0795 0.339
H 8.2783 0.8392 7.7842 0.285
H -6.6001 0.0823 -9.5275 0.284
H 4.1824 0.5463 0.3384 0.140
H 3.1659 -1.5120 1.1487 0.255
H 2.3004 1.5765 -0.6941 -0.167
H -5.7890 2.8613 7.3714 0.296
H -0.1198 4.1660 -2.4612 0.324
H 2.4634 1.2997 -3.4407 0.245
H -6.5342 1.2575 7.5588 0.310
H 3.9012 0.0802 -1.9887 0.341
```

* SMILES: O=S1(=O)OCCO1.O=S1(=O)OCCO1.O=S1(=O)OCCO1.O=S1(=O)OCCO1.O=S1(=O)OCCO1.O=S1(=O)OCCO1.COCCN[PH2]=N
* E_HOMO: -8.2 eV
* LUMO: 0.0067 hartree
* electronic energy: -5313.32234 hartree
* total charge: 0

=====

No. 2
Formula: C5H9NO
Source: the OMol25 dataset
Level of theory: the ωB97M-V functional and the def2-TZVPD basis

Structure (XYZ):
```
16
Properties=species:S:1:pos:R:3:mulliken_charge:R:1
O -0.6148 1.9087 1.5735 -0.325
N 0.1279 1.9261 0.5087 -0.600
C -0.3970 -0.9483 -1.3305 -0.644
C -1.2879 -0.1508 -0.3262 -0.267
C 0.8016 -0.0662 -0.9449 -0.043
C -0.1103 0.7955 -0.1567 0.322
C 1.1580 -0.3249 0.5097 -0.797
H 1.0444 -1.3548 0.8477 0.366
H -2.1512 0.3410 -0.7839 0.304
H -0.2733 -2.0191 -1.1429 0.288
H 0.3818 0.0892 1.8006 -0.251
H 2.0743 0.1732 0.8165 0.385
H -0.7120 -0.7959 -2.3650 0.275
H 1.5942 0.2540 -1.6180 0.400
H -1.6152 -0.6779 0.5740 0.211
H -0.1252 0.8016 2.1483 0.375
```

* E_HOMO: -8.6 eV
* LUMO: 0.0089 hartree
* relative energy (zero: lowest compared OMol25 entry of this formula, charge and spin): 177.3 kcal/mol
* electronic energy: -325.65504 hartree
* total charge: 0

=====

No. 3
Formula: C29H28CoN7O4PS
Source: the OMol25 dataset
Level of theory: the ωB97M-V functional and the def2-TZVPD basis

Structure (XYZ):
```
71
Properties=species:S:1:pos:R:3:mulliken_charge:R:1
Co 0.3460 0.2607 -0.2450 1.095
S -0.6177 4.4518 -1.0249 -0.271
P 2.4548 -0.2558 2.5759 0.698
O 0.8951 -2.4659 -2.9007 -0.574
O -3.5130 -1.2674 0.4994 -0.705
O 1.7982 0.1956 1.2863 -0.636
O 3.7255 0.3478 3.0307 -0.891
N 3.3493 -2.4134 1.2899 -0.521
N -0.1845 -0.2506 3.2774 0.432
N 2.0106 0.5503 -1.6660 0.341
N 0.9880 -1.7140 -0.7111 0.331
N -1.2254 -0.9563 0.7135 1.311
N -2.2537 1.4248 2.1538 -0.487
N -1.0186 0.5643 -1.8387 0.353
C 1.1527 0.0388 3.8623 -0.623
C 0.6599 3.1786 0.7999 -1.320
C -2.1525 2.3070 -3.0177 -1.185
C -1.3586 -4.6676 1.1025 -0.702
C -2.5203 2.7088 2.4025 -0.391
C -0.2587 -5.0536 0.3441 -0.869
C 2.2230 -0.5434 -2.3989 0.417
C 0.1016 2.1563 -0.0253 0.708
C 3.9715 0.4974 -3.6134 -0.490
C -2.7924 1.3646 -3.7993 -0.528
C -0.9675 -2.3316 0.5800 -0.416
C 1.3164 -1.7001 -2.0718 0.016
C 2.7598 1.6237 -1.8874 -0.413
C -3.6242 1.5809 0.2034 -0.692
C 3.7616 1.6333 -2.8479 -0.769
C 0.1482 -2.7429 -0.1583 -0.098
C -2.7798 0.8790 1.0564 0.711
C -0.6091 2.7198 -1.0537 0.573
C -3.8739 2.9138 0.4600 -0.444
C 0.4961 -4.0794 -0.2838 -0.383
C -1.2765 1.8762 -2.0237 0.882
C 3.1785 -0.6192 -3.3947 -0.742
C -2.5204 -0.5799 0.7413 -0.361
C 2.6031 -2.0779 2.5089 -0.528
C -2.5578 0.0145 -3.5729 -1.116
C -3.3043 3.4973 1.5829 -0.637
C 0.3555 4.4432 0.3850 -0.432
C -1.6602 -0.3363 -2.5808 -0.085
C -1.7131 -3.3356 1.2169 -0.864
H 2.5387 2.4929 -1.2794 0.456
H -2.3373 3.3651 -3.1486 0.487
H 1.2184 1.0867 4.1474 0.298
H 3.0899 -2.4169 3.4300 0.432
H -3.4831 1.6774 -4.5720 0.414
H -1.9586 -5.4179 1.6020 0.408
H -3.0543 -0.7521 -4.1492 0.466
H 4.7417 0.4811 -4.3731 0.438
H -0.1183 -0.3492 2.2405 -0.951
H -0.5703 -1.1414 3.5861 0.453
H 0.6588 5.3787 0.8292 0.463
H 4.3592 2.5227 -2.9911 0.437
H -2.0739 3.1265 3.2982 0.409
H 1.2892 2.9807 1.6580 0.327
H -0.9353 0.4564 3.3615 0.540
H -2.5919 -3.0571 1.7793 0.505
H -3.4638 4.5394 1.8213 0.414
H 3.5471 -3.4062 1.2556 0.235
H 1.2985 -0.5725 4.7515 0.474
H 1.8294 -1.5787 -0.1260 0.393
H 1.3596 -4.3443 -0.8804 0.509
H 1.6099 -2.5380 2.4514 0.239
H 4.2414 -1.9285 1.2972 0.226
H -1.4450 -1.3769 -2.3675 0.330
H 0.0041 -6.0978 0.2429 0.428
H -4.0515 1.0662 -0.6464 0.497
H 3.2836 -1.5284 -3.9696 0.543
H -4.4995 3.4946 -0.2061 0.438
```

* E_HOMO (alpha / beta): -7.6 / -7.6 eV
* multiplicity: 2
* LUMO (alpha / beta): 0.0055 / 0.0061 hartree
* relative energy (zero: lowest compared OMol25 entry of this formula, charge and spin): 0.0 kcal/mol
* electronic energy: -3928.61146 hartree
* total charge: 0

=====

No. 4
Formula: C26H25CrN4OSSi
Source: the OMol25 dataset
Level of theory: the ωB97M-V functional and the def2-TZVPD basis

Structure (XYZ):
```
59
Properties=species:S:1:pos:R:3:mulliken_charge:R:1
Cr -0.0895 -1.3651 0.6011 0.162
S 0.1982 0.7685 1.6276 -0.638
Si -1.7518 -0.5763 -1.1669 0.750
O 0.0363 -3.2123 -0.0372 -0.592
N 1.1794 -1.0635 3.3963 -1.066
N 2.2382 1.7981 -1.1126 -0.259
N 1.2034 1.1080 4.0683 -0.472
N 0.8195 -1.9724 2.4049 0.769
C 3.8114 3.3432 -2.0975 -0.441
C 5.0122 3.6941 0.3704 -0.471
C 0.1436 -5.5466 -0.0869 -0.674
C 4.9057 4.1806 -1.9663 -0.443
C -1.7402 2.3214 -1.1379 -0.144
C -3.7508 -0.0978 0.8613 -0.028
C 1.0626 -3.1937 2.7246 -0.427
C 0.4361 -6.7459 0.5136 -0.322
C 3.2967 2.6597 -0.9872 0.490
C -5.0346 0.0172 1.3811 -0.738
C 1.1141 -5.6086 2.4963 -0.583
C -5.9420 -0.6359 -0.7389 -0.574
C 5.5203 4.3677 -0.7343 -0.527
C -1.0013 3.7585 -2.9219 -0.365
C -0.7517 2.6363 -3.7015 -0.576
C -1.4930 1.1736 -1.8998 0.287
C 0.9062 0.1660 3.1071 0.461
C 0.3219 -4.3101 0.5839 0.703
C -0.9989 1.3651 -3.1936 -0.376
C 3.9200 2.8529 0.2540 -0.345
C -3.5291 -0.4695 -0.4684 0.117
C 0.9300 -6.7936 1.8245 -0.714
C -4.6557 -0.7369 -1.2517 -0.381
C -1.5018 3.5946 -1.6364 -0.680
C -6.1359 -0.2537 0.5821 -0.291
C 0.8211 -4.3634 1.9152 0.311
H 1.7217 1.5715 -0.2735 0.057
H -0.8041 4.7503 -3.3105 0.371
H 1.8540 0.7976 4.7725 0.247
H -4.5208 -1.0303 -2.2874 0.297
H 1.3374 2.0432 3.7239 0.229
H -1.6957 4.4625 -1.0171 0.362
H 6.3755 5.0236 -0.6370 0.357
H 1.6709 1.8654 -1.9422 0.123
H 5.2825 4.6972 -2.8416 0.340
H -7.1382 -0.1722 0.9858 0.346
H -0.3651 2.7505 -4.7081 0.364
H -1.9619 -1.3740 -2.4247 -0.377
H 1.4977 -5.6184 3.5116 0.302
H -2.1254 2.2171 -0.1283 0.301
H 3.5331 2.3270 1.1196 0.401
H -2.9007 0.1045 1.5059 0.253
H -5.1740 0.3115 2.4150 0.364
H 3.3352 3.2078 -3.0620 0.356
H -0.2385 -5.5015 -1.0989 0.414
H 1.1609 -7.7392 2.2965 0.379
H -6.7959 -0.8530 -1.3708 0.348
H 0.2813 -7.6672 -0.0366 0.349
H 1.4970 -3.3583 3.7108 0.282
H 5.4757 3.8251 1.3414 0.343
H -0.8035 0.4992 -3.8176 0.270
```

* E_HOMO (alpha / beta): -4.7 / -4.6 eV
* multiplicity: 5
* LUMO (alpha / beta): 0.1002 / 0.1001 hartree
* relative energy (zero: lowest compared OMol25 entry of this formula, charge and spin): 0.5 kcal/mol
* electronic energy: -3032.32946 hartree
* total charge: -1